--- a ---
An isolated molecule of C3H5NO. Source: the Open Molecules 2025 dataset; level of theory: the ωB97M-V functional and the def2-TZVPD basis.

The SMILES is O=CN1CC1. The total charge is 0. As for the molecular weight: 71.08 g/mol.

Each line ends with the natural charge from an NBO analysis.
Element x y z (Å)
O  2.521  0.400  0.002  -0.591
C  1.609  -0.399  -0.005  0.540
N  0.294  -0.083  -0.011  -0.445
C  -1.044  -0.515  0.005  -0.213
C  -0.661  0.949  -0.001  -0.209
H  1.750  -1.495  0.004  0.113
H  -1.447  -0.933  -0.923  0.197
H  -1.441  -0.957  0.918  0.199
H  -0.786  1.513  0.929  0.203
H  -0.794  1.518  -0.918  0.204


--- b ---
An isolated molecule of C3H5NO. Source: the Open Molecules 2025 dataset; level of theory: the ωB97M-V functional and the def2-TZVPD basis.

The total charge is 0. As for the molecular weight: 71.08 g/mol.

Each line ends with the natural charge from an NBO analysis.
Element x y z (Å)
C  -0.723  -0.786  -0.089  -0.111
C  -0.491  0.712  -0.022  -0.257
N  0.712  1.087  -0.636  -0.499
C  1.268  0.055  -0.129  0.431
O  0.659  -1.179  -0.147  -0.471
H  -1.169  -1.210  0.817  0.203
H  -1.267  -1.100  -0.976  0.186
H  -1.196  1.519  -0.098  0.233
H  -0.113  0.770  1.228  0.097
H  2.319  0.132  0.052  0.187


Which structure loses on stability? b does.


--- a ---
An isolated molecule of C3H5NO. Source: the Open Molecules 2025 dataset; level of theory: the ωB97M-V functional and the def2-TZVPD basis.

The SMILES is C=C[N+](=C)[O-]. The total charge is 0. As for the molecular weight: 71.08 g/mol.

Each line ends with the natural charge from an NBO analysis.
Element x y z (Å)
C  -1.747  -0.574  -0.016  -0.330
C  0.068  -0.806  -0.076  0.011
N  1.135  0.060  0.049  0.036
C  0.910  1.329  -0.005  -0.184
O  2.246  -0.471  0.129  -0.505
H  -2.268  -1.476  0.132  0.175
H  -2.211  0.295  0.403  0.168
H  0.193  -1.793  -0.510  0.211
H  1.785  1.889  -0.221  0.218
H  -0.112  1.548  0.116  0.199


--- b ---
An isolated molecule of C3H5NO. Source: the Open Molecules 2025 dataset; level of theory: the ωB97M-V functional and the def2-TZVPD basis.

The SMILES is O=CN1CC1. The total charge is 0. As for the molecular weight: 71.08 g/mol.

Each line ends with the natural charge from an NBO analysis.
Element x y z (Å)
O  2.226  -0.838  -0.143  -0.603
C  1.615  0.184  0.099  0.535
N  0.270  0.215  0.106  -0.457
C  -1.074  0.647  0.110  -0.200
C  -0.616  -0.829  -0.163  -0.211
H  2.062  1.157  0.354  0.119
H  -1.537  0.996  1.037  0.208
H  -1.315  1.259  -0.770  0.201
H  -0.728  -1.127  -1.205  0.195
H  -0.563  -1.638  0.537  0.213


--- c ---
A structure of composition C3H5NO. Source: the Open Molecules 2025 dataset; level of theory: the ωB97M-V functional and the def2-TZVPD basis.

The total charge is 0. As for the molecular weight: 71.08 g/mol.

Each line ends with the natural charge from an NBO analysis.
Element x y z (Å)
C  1.585  -0.640  0.757  0.026
C  0.572  0.008  0.214  0.049
C  -0.866  0.086  0.171  -0.669
N  1.588  0.744  -0.649  -0.318
O  2.575  -0.103  -0.054  -0.359
H  1.773  -1.277  1.648  0.205
H  -1.182  -0.975  -0.085  0.229
H  -1.227  0.187  1.191  0.233
H  -1.385  0.731  -0.520  0.244
H  1.753  0.740  -1.623  0.360


--- d ---
An isolated molecule of C3H5NO. Source: the Open Molecules 2025 dataset; level of theory: the ωB97M-V functional and the def2-TZVPD basis.

The SMILES is C=NC(C)=O. The total charge is 0. As for the molecular weight: 71.08 g/mol.

Each line ends with the natural charge from an NBO analysis.
Element x y z (Å)
C  -0.290  1.184  -1.459  0.022
N  -0.649  0.328  -0.586  -0.485
C  0.345  -0.555  -0.072  0.662
C  -0.015  -0.708  1.390  -0.736
O  1.158  -1.168  -0.733  -0.546
H  -0.967  1.912  -1.692  0.166
H  0.727  1.294  -1.919  0.165
H  -0.983  -0.056  1.517  0.255
H  0.851  -0.349  2.042  0.243
H  -0.177  -1.882  1.513  0.254


Which structure loses on stability? a does.


--- a ---
An isolated molecule of C3H5NO. Source: the Open Molecules 2025 dataset; level of theory: the ωB97M-V functional and the def2-TZVPD basis.

The SMILES is N#CCCO. The total charge is 0. As for the molecular weight: 71.08 g/mol.

Each line ends with the natural charge from an NBO analysis.
Element x y z (Å)
N  -2.606  -0.918  -0.164  -0.319
C  -1.687  -0.250  -0.035  0.278
C  -0.470  0.544  0.225  -0.538
C  0.871  0.015  -0.459  -0.042
O  1.133  -1.249  0.067  -0.696
H  -0.659  1.625  -0.180  0.244
H  -0.366  0.658  1.322  0.241
H  0.644  -0.101  -1.535  0.193
H  1.630  0.753  -0.229  0.172
H  1.509  -1.078  0.989  0.465


--- b ---
A cluster of 2 separate species, C3H5NO in total. Source: the Open Molecules 2025 dataset; level of theory: the ωB97M-V functional and the def2-TZVPD basis.

The total charge is 0. As for the molecular weight: 71.08 g/mol.

Each line ends with the natural charge from an NBO analysis.
Element x y z (Å)
C  -0.525  -0.421  -0.120  0.070
C  0.412  0.579  -0.149  -0.434
C  1.914  0.285  0.015  0.390
H  -2.485  -1.094  0.728  0.351
H  -2.366  0.638  0.145  0.389
H  -0.227  -1.522  -0.167  0.222
H  0.121  1.599  -0.193  0.202
H  2.636  1.064  0.099  0.129
N  -1.855  -0.275  -0.223  -0.762
O  2.375  -0.853  -0.134  -0.556


Which structure loses on stability? b does.


--- a ---
A structure of composition C6H12O. Source: the Open Molecules 2025 dataset; level of theory: the ωB97M-V functional and the def2-TZVPD basis.

The total charge is 0. As for the molecular weight: 100.16 g/mol.

Each line ends with the natural charge from an NBO analysis.
Element x y z (Å)
C  1.757  -1.112  0.647  -0.602
C  0.461  -0.609  0.009  -0.248
C  -0.616  -1.695  -0.001  -0.606
C  -0.065  0.599  0.759  0.016
O  0.766  1.767  0.562  -0.606
C  -0.983  1.626  0.196  -0.029
C  -1.241  1.633  -1.277  -0.710
H  2.136  -1.990  0.112  0.210
H  2.531  -0.338  0.629  0.221
H  1.592  -1.404  1.692  0.202
H  0.683  -0.312  -1.022  0.206
H  -0.876  -1.993  1.023  0.206
H  -0.265  -2.588  -0.527  0.215
H  -1.533  -1.349  -0.492  0.210
H  -0.208  0.370  1.822  0.177
H  -0.029  2.480  0.819  0.462
H  -0.582  1.019  -1.903  0.204
H  -1.263  2.654  -1.668  0.231
H  -2.264  1.241  -1.381  0.244


--- b ---
A cluster of 2 separate species, C6H12O in total. Source: the Open Molecules 2025 dataset; level of theory: the ωB97M-V functional and the def2-TZVPD basis.

The SMILES is C=C1C[C@@H]1CC.O. The total charge is 0. As for the molecular weight: 100.16 g/mol.

Each line ends with the natural charge from an NBO analysis.
Element x y z (Å)
C  1.333  -0.312  0.874  -0.375
C  0.827  0.157  -0.255  -0.051
C  0.799  1.318  -1.144  -0.440
C  -0.461  0.482  -0.865  -0.246
C  -1.507  0.938  0.128  -0.392
C  -2.274  -0.251  0.708  -0.602
H  2.314  -0.008  1.231  0.198
H  0.802  -1.050  1.470  0.212
H  1.200  1.264  -2.155  0.227
H  0.910  2.285  -0.661  0.217
H  -0.830  -0.080  -1.726  0.224
H  -0.981  1.458  0.939  0.204
H  -2.197  1.656  -0.329  0.202
H  -2.797  -0.802  -0.082  0.203
H  -3.016  0.075  1.443  0.211
H  -1.597  -0.955  1.207  0.204
O  2.431  -2.453  -0.199  -0.938
H  1.837  -1.798  -0.596  0.480
H  3.207  -1.921  0.010  0.461


Which structure loses on stability? a does.


--- a ---
A cluster of 2 separate species, C2H3FO2 in total. Source: the Open Molecules 2025 dataset; level of theory: the ωB97M-V functional and the def2-TZVPD basis.

The total charge is 0. As for the molecular weight: 78.04 g/mol.

Each line ends with the natural charge from an NBO analysis.
Element x y z (Å)
C  -0.866  -0.554  -0.405  0.329
C  0.004  -0.219  0.719  -0.143
O  -1.791  0.077  -0.906  -0.452
O  1.610  0.616  -0.491  -0.186
F  1.261  1.911  -0.256  -0.156
H  -0.546  -1.578  -0.873  0.109
H  0.477  -1.114  1.226  0.245
H  -0.150  0.861  0.986  0.254


--- b ---
A cluster of 2 separate species, C2H3FO2 in total. Source: the Open Molecules 2025 dataset; level of theory: the ωB97M-V functional and the def2-TZVPD basis.

The total charge is 0. As for the molecular weight: 78.04 g/mol.

Each line ends with the natural charge from an NBO analysis.
Element x y z (Å)
C  -0.652  -0.660  -0.112  -0.163
C  0.052  0.076  -1.092  0.831
O  -1.115  0.588  -0.620  -0.430
O  1.626  1.186  -0.409  -0.823
F  0.232  -0.006  -2.360  -0.271
H  -1.331  -1.613  -0.336  0.203
H  -0.220  -0.743  0.880  0.218
H  1.773  1.578  -1.214  0.434


Which structure loses on stability? a does.


--- a ---
An isolated molecule of C4H7NO. Source: the Open Molecules 2025 dataset; level of theory: the ωB97M-V functional and the def2-TZVPD basis.

The SMILES is CN1C/C1=C\O. The total charge is 0. As for the molecular weight: 85.11 g/mol.

Each line ends with the natural charge from an NBO analysis.
Element x y z (Å)
C  1.724  0.513  -0.500  -0.416
N  0.301  0.778  -0.709  -0.378
C  -0.436  1.100  0.537  -0.283
C  -0.586  -0.164  -0.161  0.003
C  -1.172  -1.331  -0.348  0.101
O  -2.057  -1.901  0.526  -0.675
H  2.272  1.456  -0.586  0.202
H  2.089  -0.175  -1.267  0.205
H  1.930  0.071  0.489  0.171
H  0.145  1.150  1.458  0.194
H  -1.204  1.862  0.429  0.210
H  -1.013  -1.943  -1.229  0.190
H  -1.994  -1.419  1.361  0.476


--- b ---
An isolated molecule of C4H7NO. Source: the Open Molecules 2025 dataset; level of theory: the ωB97M-V functional and the def2-TZVPD basis.

The total charge is 0. As for the molecular weight: 85.11 g/mol.

Each line ends with the natural charge from an NBO analysis.
Element x y z (Å)
C  -0.152  -1.596  1.162  0.345
C  0.017  -0.029  0.115  0.365
C  1.017  -0.018  -1.092  -0.627
C  -0.857  1.164  0.193  -0.657
N  0.644  -0.543  1.342  -0.494
O  -0.885  -1.164  0.117  -0.496
H  -0.183  -2.515  1.754  0.199
H  1.679  -0.832  -0.920  0.228
H  1.442  0.929  -1.321  0.228
H  0.427  -0.060  -1.999  0.220
H  -0.975  1.572  1.184  0.239
H  -1.737  0.979  -0.357  0.234
H  -0.436  2.114  -0.179  0.217


--- c ---
An isolated molecule of C4H7NO. Source: the Open Molecules 2025 dataset; level of theory: the ωB97M-V functional and the def2-TZVPD basis.

The SMILES is C/C=C\NC=O. The total charge is 0. As for the molecular weight: 85.11 g/mol.

Each line ends with the natural charge from an NBO analysis.
Element x y z (Å)
C  1.537  0.789  0.197  -0.656
C  0.856  -0.444  0.698  -0.206
C  -0.134  -1.094  0.076  -0.035
N  -0.891  -0.555  -0.969  -0.662
C  -1.978  0.157  -0.285  0.549
O  -2.642  -0.235  0.628  -0.538
H  2.619  0.715  0.329  0.225
H  1.190  1.655  0.767  0.223
H  1.360  0.985  -0.860  0.199
H  1.341  -0.953  1.517  0.207
H  -0.590  -1.972  0.519  0.208
H  -0.381  -0.021  -1.661  0.383
H  -2.288  0.972  -0.956  0.102


Which structure loses on stability? a does.